Entry 1:
Entry from the OMol25 dataset: a molecular structure, C24H24Cl3CoN6O2S (ωB97M-V with the def2-TZVPD basis set).

Atoms and positions in Å:
1 Co 0.05 -0.02 0.09
2 C 1.59 -0.05 -2.57
3 C 2.02 1.29 -1.98
4 N 1.19 1.69 -0.84
5 C 1.96 2.42 0.18
6 C 2.97 1.54 0.92
7 S 2.50 -0.20 1.19
8 C 3.36 -1.06 -0.17
9 C 2.40 -1.85 -1.05
10 N 1.26 -1.06 -1.55
11 H 0.69 0.09 -3.18
12 H 2.37 -0.41 -3.25
13 H 3.06 1.23 -1.65
14 H 2.01 2.04 -2.78
15 H 0.45 2.31 -1.16
16 H 2.52 3.25 -0.27
17 H 1.25 2.83 0.90
18 H 3.94 1.53 0.44
19 H 3.13 1.96 1.91
20 H 3.93 -0.34 -0.74
21 H 4.07 -1.76 0.26
22 H 2.96 -2.30 -1.88
23 H 1.98 -2.67 -0.46
24 H 0.63 -1.71 -1.98
25 O -0.80 3.02 2.55
26 C -0.96 1.94 2.01
27 O -0.03 1.11 1.70
28 C -2.37 1.49 1.66
29 C -3.47 2.30 2.01
30 C -4.72 1.88 1.69
31 C -4.89 0.63 1.04
32 C -6.16 0.11 0.71
33 C -6.28 -1.12 0.11
34 C -5.12 -1.87 -0.19
35 C -3.88 -1.38 0.11
36 C -3.74 -0.12 0.74
37 N -2.49 0.33 1.04
38 H -3.27 3.23 2.52
39 H -5.60 2.47 1.95
40 H -7.05 0.69 0.95
41 H -7.25 -1.52 -0.13
42 H -5.22 -2.84 -0.66
43 H -2.99 -1.95 -0.12
44 N -2.03 -6.08 -0.63
45 C -1.69 -5.24 0.07
46 C -1.27 -4.14 0.89
47 C -1.39 -4.16 2.28
48 C -0.99 -3.04 2.98
49 C -0.51 -1.94 2.29
50 N -0.39 -1.92 0.96
51 C -0.76 -3.00 0.28
52 H -1.78 -5.03 2.78
53 H -1.06 -3.00 4.06
54 H -0.21 -1.03 2.79
55 H -0.68 -2.97 -0.80
56 Cl -4.60 0.59 -3.00
57 C -3.11 -0.27 -3.39
58 Cl -2.41 0.32 -4.91
59 Cl -3.38 -2.02 -3.48
60 C -2.13 -0.02 -2.33
61 N -1.36 0.17 -1.50

As for the spin multiplicity: 4. The total charge is +1. The expectation value of S² is 3.758. The value obtained for the HOMO energy (spin up / spin down) is -11.4 / -11.4 eV. Its relative energy (zero: lowest compared OMol25 entry of this formula, charge and spin) is 0.0 kJ/mol.

These are the natural (NBO) partial charges, in e, on atoms 1 to 2:
1. Co 1.448
2. C -0.235

Entry 2:
Entry from the OMol25 dataset: a molecular structure, C18H16AuN3OPSSe2 (ωB97M-V with the def2-TZVPD basis set).

Atoms and positions in Å:
1 Au -1.63 -0.75 -0.65
2 Se -1.08 0.10 1.52
3 P 1.01 -0.51 1.10
4 Se 0.59 -1.77 -0.65
5 C 2.00 0.92 0.69
6 C 1.99 2.03 1.54
7 C 2.78 3.13 1.25
8 C 3.57 3.13 0.11
9 C 3.57 2.04 -0.75
10 C 2.79 0.93 -0.46
11 C 1.72 -1.40 2.48
12 C 1.75 -0.79 3.74
13 C 2.32 -1.47 4.80
14 C 2.87 -2.73 4.61
15 C 2.83 -3.33 3.36
16 C 2.26 -2.67 2.29
17 H 1.36 2.04 2.42
18 H 2.76 3.98 1.91
19 H 4.18 4.00 -0.12
20 H 4.18 2.05 -1.64
21 H 2.78 0.09 -1.14
22 H 1.33 0.19 3.89
23 H 2.35 -1.01 5.78
24 H 3.31 -3.26 5.45
25 H 3.25 -4.32 3.22
26 H 2.21 -3.15 1.32
27 C -4.45 -2.12 -3.67
28 S -3.12 -0.96 -3.47
29 C -2.29 -1.15 -5.03
30 O -2.17 -1.68 -2.48
31 H -5.11 -1.75 -4.44
32 H -4.98 -2.17 -2.72
33 H -4.03 -3.10 -3.93
34 H -2.95 -0.76 -5.81
35 H -2.06 -2.20 -5.19
36 H -1.38 -0.56 -4.99
37 N -3.48 0.18 -0.59
38 C -3.50 1.37 -0.61
39 C -3.53 2.72 -0.62
40 C -3.56 3.42 0.62
41 N -3.56 3.98 1.62
42 C -3.48 3.39 -1.87
43 N -3.41 3.92 -2.89

The total charge is +1. The value obtained for the HOMO energy (spin up / spin down) is -11.3 / -11.3 eV. Its relative energy (zero: lowest compared OMol25 entry of this formula, charge and spin) is 0.0 kJ/mol.

These are the natural (NBO) partial charges, in e, on atoms 1 to 2:
1. Au 1.041
2. Se -0.104

Entry 3:
Entry from the OMol25 dataset: 2 unconnected molecules or ions with the total composition C4H11NO2 (ωB97M-V with the def2-TZVPD basis set).

Atoms and positions in Å:
1 C 0.21 0.15 2.15
2 C 0.99 -0.80 1.23
3 C 0.10 -1.96 0.79
4 N -0.70 -1.69 -0.28
5 O 0.10 -3.03 1.36
6 H -0.62 -0.39 2.60
7 H -0.32 0.91 1.55
8 H 0.81 0.72 2.85
9 H 1.37 -0.29 0.34
10 H 1.82 -1.28 1.75
11 H -1.50 -2.28 -0.45
12 H -0.73 -0.76 -0.67
13 C -0.35 2.13 -2.13
14 O -0.09 0.74 -1.89
15 H -1.22 2.26 -2.77
16 H 0.53 2.63 -2.54
17 H -0.55 2.58 -1.16
18 H 0.15 0.35 -2.74

The structure (SMILES) is CCC(N)=O.CO. The value obtained for the HOMO energy is -9.3 eV. Its relative energy (zero: lowest compared OMol25 entry of this formula, charge and spin) is 59.4 kJ/mol.

These are the natural (NBO) partial charges, in e, on atoms 1 to 2:
1. C -0.605
2. C -0.505

Entry 4:
Entry from the OMol25 dataset: 2 unconnected molecules or ions with the total composition CH7BN (ωB97M-V with the def2-TZVPD basis set).

Atoms and positions in Å:
1 B -2.56 0.19 0.04
2 C 0.37 -0.69 -0.05
3 N 1.43 0.32 0.13
4 H -2.49 1.02 -0.76
5 H -3.30 -0.34 0.74
6 H 0.24 -1.33 0.81
7 H 0.37 -1.18 -1.01
8 H 2.24 -0.06 0.64
9 H 1.08 1.12 0.66
10 H 1.75 0.64 -0.79

The total charge is +1. The value obtained for the HOMO energy (spin up / spin down) is -12.7 / -12.4 eV. Its relative energy (zero: lowest compared OMol25 entry of this formula, charge and spin) is 386.8 kJ/mol.

These are the natural (NBO) partial charges, in e, on atoms 1 to 2:
1. B 0.733
2. C -0.530

Calculated strongest force on any atom, 0.5 0.3 1.3 2.8 eV/A (same order as the records).